Here is a molecular structure, C3H3Cl3 from the Open Molecules 2025 dataset. Energies are from ωB97M-V/def2-TZVPD.

```
9
Properties=species:S:1:pos:R:3:forces:R:3:nbo_charge:R:1
C -1.093551 0.425340 0.337354 0.2 -0.1 1.6 -0.19
C 2.257035 -0.575365 0.191353 1.0 -2.1 0.9 -0.18
C -2.048617 -0.078084 -0.431234 1.2 0.5 0.4 -0.40
Cl 3.291558 -1.019212 -1.137692 -0.2 0.3 -0.4 0.00
Cl 0.524349 0.868155 -0.280935 -2.3 1.4 -0.3 0.09
Cl 3.196852 0.429256 1.222149 0.2 0.5 0.3 0.01
H -1.260471 0.541697 1.485767 0.8 -0.1 -2.4 0.23
H -2.900544 -0.402404 0.110917 -0.9 -0.1 0.0 0.22
H -1.966612 -0.189383 -1.497683 0.0 -0.1 -0.1 0.22
```
Forces are in eV/Å.

Values from the calculation:
Total charge = 0
Relative energy (zero: lowest compared OMol25 entry of this formula, charge and spin) = 377.2 kJ/mol
HOMO-LUMO gap = 0.2941 Ha
LUMO level = -0.56 eV
Molecular weight = 145.42 g/mol